{"formula": "C27H60N5O7", "method": "ωB97M-V/def2-TZVPD", "symbols": ["C", "O", "C", "C", "C", "C", "N", "C", "C", "C", "C", "N", "H", "H", "H", "H", "H", "H", "H", "H", "H", "H", "H", "H", "H", "H", "H", "C", "O", "C", "C", "N", "C", "C", "O", "C", "H", "H", "H", "H", "H", "H", "H", "H", "H", "H", "H", "H", "H", "H", "H", "C", "O", "C", "C", "N", "C", "C", "O", "C", "H", "H", "H", "H", "H", "H", "H", "H", "H", "H", "H", "H", "H", "H", "H", "C", "O", "C", "C", "N", "C", "C", "O", "C", "H", "H", "H", "H", "H", "H", "H", "H", "H", "H", "H", "H", "H", "H", "H"], "xyz": [[4.9960, -1.9673, -0.6006], [3.7502, -2.3994, -1.1246], [2.7978, -1.3743, -1.2163], [2.0152, -1.1999, 0.0789], [0.8272, -0.2321, -0.0861], [-0.2899, -0.5167, 0.9165], [-1.5256, -1.0249, 0.2768], [-1.4621, -2.0394, -0.5663], [-2.6099, -2.5213, -1.1742], [-3.7976, -1.9057, -0.8444], [-3.7544, -0.8519, 0.0733], [-2.6490, -0.4089, 0.6236], [5.3826, -1.1110, -1.1573], [4.9041, -1.6964, 0.4538], [5.6979, -2.7895, -0.6952], [3.2602, -0.4271, -1.5138], [2.0989, -1.6733, -2.0019], [1.6285, -2.1886, 0.3477], [2.6492, -0.8803, 0.9047], [1.1990, 0.7789, 0.0566], [0.4761, -0.3179, -1.1154], [0.0056, -1.2692, 1.6460], [-0.5739, 0.3721, 1.4681], [-0.4915, -2.4745, -0.7510], [-2.5531, -3.3413, -1.8724], [-4.7471, -2.2041, -1.2618], [-4.6723, -0.3685, 0.3802], [-8.9483, -0.7614, 5.9829], [-9.6275, -1.3345, 4.8824], [-10.5692, -0.4683, 4.2596], [-10.1335, -0.1376, 2.8504], [-8.9377, 0.6960, 2.8557], [-8.3305, 0.8958, 1.5483], [-7.7623, -0.3252, 0.8346], [-6.6325, -0.9017, 1.4808], [-6.9321, -1.8590, 2.4887], [-8.3438, -1.5461, 6.4340], [-8.2901, 0.0607, 5.6791], [-9.6514, -0.3885, 6.7327], [-10.7041, 0.4429, 4.8482], [-11.5279, -0.9915, 4.2192], [-10.9390, 0.4000, 2.3428], [-9.9815, -1.0900, 2.3228], [-8.2550, 0.2834, 3.4782], [-7.5191, 1.6184, 1.6701], [-9.0702, 1.3608, 0.8897], [-7.4129, 0.0044, -0.1491], [-8.5210, -1.0944, 0.6560], [-7.8541, -2.3990, 2.2662], [-7.0166, -1.3981, 3.4745], [-6.1081, -2.5729, 2.5230], [2.3969, 7.6239, 2.6321], [1.4797, 6.9756, 3.4929], [0.1962, 6.7545, 2.9266], [-0.0648, 5.2734, 2.7674], [0.7975, 4.6983, 1.7419], [0.7612, 3.2479, 1.6635], [1.2791, 2.4517, 2.8587], [2.6646, 2.5777, 3.0741], [3.0647, 3.6635, 3.8979], [3.2945, 7.8279, 3.2121], [2.6676, 7.0002, 1.7726], [1.9941, 8.5723, 2.2657], [0.1008, 7.2707, 1.9673], [-0.5472, 7.1712, 3.6114], [-1.1091, 5.1234, 2.4775], [0.0817, 4.8069, 3.7514], [1.7507, 4.9924, 1.9145], [1.3594, 2.9583, 0.7935], [-0.2723, 2.9399, 1.4582], [1.1132, 1.3882, 2.6458], [0.7218, 2.6739, 3.7765], [2.3099, 3.8927, 4.6536], [3.2707, 4.5633, 3.3134], [3.9851, 3.3695, 4.3999], [9.4742, -2.4178, -6.5575], [8.6995, -3.5913, -6.4087], [8.6187, -4.0778, -5.0760], [7.2027, -3.9747, -4.5548], [6.8138, -2.5835, -4.3638], [5.4025, -2.3875, -4.0551], [4.3778, -2.7614, -5.1187], [4.4185, -1.9496, -6.2737], [5.3151, -2.3696, -7.2878], [9.5450, -2.2108, -7.6234], [9.0152, -1.5552, -6.0615], [10.4840, -2.5562, -6.1601], [9.3115, -3.5379, -4.4243], [8.9148, -5.1304, -5.0881], [7.1381, -4.4955, -3.5946], [6.5513, -4.5011, -5.2661], [7.0419, -2.0641, -5.2022], [5.2667, -1.3258, -3.8265], [5.1648, -2.9420, -3.1448], [3.3862, -2.6076, -4.6807], [4.4369, -3.8213, -5.3943], [5.4211, -3.4573, -7.3059], [6.3039, -1.9176, -7.1726], [4.9062, -2.0424, -8.2432]], "forces_ev_per_angstrom": [[-0.11, 0.02, 0.13], [0.14, 0.02, -0.08], [-0.03, 0.03, 0.18], [-0.44, -0.20, -0.05], [0.78, -0.43, 0.12], [0.08, 0.29, 0.15], [-0.24, 0.31, 0.19], [0.00, -0.29, -0.20], [-0.49, 0.18, 0.06], [0.37, -0.15, -0.07], [-0.45, 0.00, -0.05], [0.50, -0.16, -0.08], [0.01, 0.04, -0.06], [0.06, 0.02, 0.06], [0.00, -0.08, 0.00], [0.05, 0.04, -0.10], [0.00, 0.04, -0.11], [0.09, -0.08, 0.04], [0.09, 0.03, 0.01], [-0.21, 0.17, -0.10], [-0.24, 0.19, -0.02], [0.06, -0.06, 0.01], [-0.25, 0.02, -0.06], [0.12, 0.09, 0.05], [0.03, -0.06, -0.01], [-0.02, -0.07, -0.03], [0.03, 0.08, 0.16], [-0.04, -0.08, 0.01], [0.14, 0.10, -0.02], [-0.14, -0.10, 0.00], [0.14, 0.02, 0.00], [0.00, -0.17, -0.08], [0.04, 0.10, 0.17], [-0.05, 0.09, -0.19], [0.04, -0.06, -0.07], [0.16, 0.01, 0.02], [0.00, -0.01, -0.01], [-0.04, 0.04, 0.02], [0.01, 0.03, 0.02], [0.04, 0.04, -0.03], [0.00, 0.00, 0.03], [0.01, 0.01, -0.02], [-0.10, -0.01, -0.02], [-0.01, 0.05, 0.05], [0.00, 0.01, -0.04], [-0.02, -0.02, -0.02], [0.02, -0.01, 0.01], [-0.01, -0.01, 0.09], [-0.03, 0.02, 0.01], [-0.09, -0.02, 0.00], [0.00, 0.00, -0.03], [-0.01, 0.02, 0.08], [0.09, -0.07, -0.12], [-0.09, 0.07, 0.12], [0.12, -0.06, -0.03], [-0.02, -0.02, 0.15], [0.08, 0.06, -0.14], [-0.10, -0.16, -0.02], [0.02, 0.05, 0.00], [0.11, -0.06, -0.02], [0.00, -0.01, 0.02], [-0.03, 0.03, -0.04], [0.01, 0.01, -0.03], [0.02, -0.05, -0.04], [0.01, 0.03, -0.01], [0.00, -0.02, -0.01], [-0.08, 0.03, 0.03], [0.01, 0.03, -0.04], [-0.01, -0.02, 0.00], [-0.02, 0.01, 0.04], [0.00, 0.00, 0.03], [0.02, 0.09, 0.00], [-0.02, 0.02, -0.01], [-0.07, 0.04, 0.03], [-0.01, -0.02, -0.01], [0.00, -0.06, -0.05], [-0.03, 0.14, 0.02], [0.03, -0.16, -0.02], [-0.05, 0.13, -0.05], [-0.05, -0.07, -0.08], [0.16, 0.12, -0.01], [-0.16, -0.03, 0.09], [0.05, -0.02, -0.04], [-0.06, 0.10, -0.04], [-0.01, -0.01, -0.01], [0.04, 0.00, 0.04], [0.01, 0.03, 0.01], [-0.04, 0.05, 0.02], [0.03, 0.01, 0.00], [-0.02, 0.00, 0.01], [0.02, -0.09, 0.03], [0.02, 0.02, 0.01], [-0.05, -0.01, 0.02], [-0.02, -0.05, 0.00], [0.00, -0.01, -0.01], [0.09, 0.01, -0.03], [0.03, -0.01, 0.02], [0.04, -0.08, 0.01], [-0.02, 0.00, 0.01]], "lowdin_charge": [-0.096, -0.198, -0.250, -0.171, -0.159, -0.089, -0.073, 0.018, 0.030, 0.036, -0.043, 0.175, 0.090, 0.086, 0.093, 0.134, 0.122, 0.113, 0.122, 0.102, 0.116, 0.141, 0.108, 0.150, 0.133, 0.132, 0.113, -0.115, -0.198, -0.213, -0.213, -0.048, -0.201, -0.219, -0.228, -0.083, 0.088, 0.081, 0.091, 0.125, 0.125, 0.127, 0.107, 0.073, 0.119, 0.123, 0.116, 0.113, 0.093, 0.077, 0.085, -0.111, -0.195, -0.217, -0.213, -0.045, -0.216, -0.235, -0.176, -0.084, 0.090, 0.081, 0.090, 0.124, 0.124, 0.123, 0.109, 0.078, 0.110, 0.113, 0.099, 0.116, 0.092, 0.075, 0.091, -0.114, -0.195, -0.218, -0.214, -0.043, -0.208, -0.226, -0.178, -0.094, 0.089, 0.081, 0.089, 0.123, 0.123, 0.123, 0.109, 0.075, 0.119, 0.098, 0.114, 0.113, 0.090, 0.074, 0.088], "energy_ha": -1864.7785, "homo_lumo_gap_ev": 5.499, "e_lumo_ev": -4.59, "e_homo_ev": -10.085, "total_charge": 1}

***

{"formula": "C3H5N2", "method": "ωB97M-V/def2-TZVPD", "symbols": ["C", "C", "N", "C", "N", "H", "H", "H", "H", "H"], "xyz": [[2.8481, 0.3417, -0.5067], [-1.2848, -0.5519, -0.3169], [-1.4460, -1.8062, 0.0792], [-1.2027, 0.6267, 0.4786], [1.7743, 0.9272, -0.3317], [3.9214, 0.4173, -0.6080], [-0.6301, 1.3518, -0.0603], [-1.3046, -1.9366, 1.0903], [-1.1882, -0.2348, -1.3197], [-1.4874, 0.8650, 1.4953]], "forces_ev_per_angstrom": [[-6.92, 5.51, 1.32], [-0.95, -1.42, 2.46], [0.87, 2.08, -0.96], [1.36, -0.85, 0.01], [6.73, -4.76, -1.16], [-0.05, -0.81, -0.10], [-0.03, 1.10, -0.10], [-0.51, 0.26, -0.01], [-0.10, -0.73, -1.60], [-0.40, -0.38, 0.14]], "lowdin_charge": [0.017, -0.165, 0.276, 0.346, 0.051, 0.068, 0.063, 0.105, 0.114, 0.126], "energy_ha": -226.3545, "homo_lumo_gap_ev": 7.463, "e_lumo_ev": -8.85, "de_lowest_kcal_mol": 149.2, "e_homo_ev": -16.315, "total_charge": 1}